[1]
Density functional theory data (ωB97M-V/def2-TZVPD) for a molecular structure, C25H31ClHfN2O in a non-equilibrium geometry.

XYZ file:
```
61
Properties=species:S:1:pos:R:3:forces:R:3:lowdin_charge:R:1
C 1.22936 6.79503 -1.41903 0.081 1.369 -0.231 -0.170
C 0.26261 7.06986 -0.34760 -0.235 -1.048 0.362 0.009
C 2.67033 6.81523 -1.12822 0.184 -1.093 0.236 0.010
C 0.76479 6.63635 -2.80381 -0.151 -1.124 -0.055 0.010
Cl 0.27403 2.58100 -0.75891 -0.748 1.415 -0.291 0.044
H 3.09382 7.82738 -1.22173 -0.342 0.080 -0.086 0.148
H 3.23090 6.17527 -1.82314 -0.156 0.301 0.036 0.114
H 2.87894 6.48169 -0.10267 -0.108 0.258 -0.189 0.114
H 0.06881 8.14853 -0.23836 0.235 0.017 -0.269 0.148
H 0.62809 6.71580 0.62614 0.026 0.248 -0.241 0.114
H -0.70691 6.59415 -0.54843 0.201 0.251 -0.077 0.114
H 0.70096 7.60325 -3.32736 0.117 0.119 0.316 0.148
H -0.23808 6.18987 -2.84334 0.173 0.277 0.061 0.114
H 1.44882 6.00655 -3.38926 -0.051 0.317 0.137 0.114
C 0.84146 -0.69437 1.75243 0.566 0.231 1.219 -0.236
C 2.16016 -0.30473 1.33053 -0.381 -0.082 1.186 -0.197
C 2.28744 1.09880 1.53576 -0.402 -0.313 -0.277 -0.132
H 2.96546 -0.97504 1.04655 -0.267 0.121 0.112 0.118
C 1.05652 1.59585 2.01522 -0.266 -0.625 0.023 -0.177
C 0.13025 0.51766 2.09922 0.694 -0.293 0.696 -0.202
H -0.88520 0.57396 2.50127 0.487 -0.074 -0.219 0.108
H 0.54719 -1.69706 2.07923 -0.055 0.384 -0.690 0.122
H 3.19599 1.67924 1.39554 -0.301 -0.128 -0.222 0.121
H 0.86013 2.62408 2.32092 -0.033 -0.355 -0.433 0.114
C 0.64857 -0.55222 -2.56476 1.146 -0.146 -1.172 -0.251
C 1.66070 -1.12592 -1.66454 0.134 -0.142 -1.363 -0.284
C 2.76432 -0.19792 -1.65651 -0.634 -0.056 -0.513 -0.138
H 1.74607 -2.18551 -1.40547 -0.150 0.500 0.124 0.123
C 2.45498 0.87668 -2.51291 -0.113 -0.263 0.503 -0.129
C 1.16656 0.68304 -3.06359 -0.367 -1.130 0.566 -0.150
H 0.63501 1.35204 -3.74550 0.264 -0.269 0.368 0.116
H -0.17893 -1.08708 -3.04348 0.267 0.522 0.539 0.105
H 3.70926 -0.34175 -1.13551 -0.366 0.097 -0.069 0.118
H 3.11303 1.70871 -2.72939 -0.149 0.001 0.187 0.109
Hf 0.44200 0.26043 -0.31187 1.757 1.218 -0.295 1.337
C -2.54400 -5.49517 0.59593 -0.498 -0.889 -0.142 0.024
N -1.79517 -4.43068 -0.03516 -0.391 0.026 -0.052 -0.049
N -1.85706 -3.14704 0.40753 0.542 0.839 0.481 0.079
C -1.25319 -2.33359 -0.51245 -0.108 0.530 -0.268 -0.273
O -1.10886 -1.02084 -0.30522 -0.824 -2.400 -0.360 -0.200
C -0.89335 -3.17617 -1.59097 0.482 1.397 0.053 0.070
C -1.28474 -4.45209 -1.27242 0.225 0.232 0.562 -0.238
C -1.19751 -5.68467 -2.06280 0.195 -0.438 -0.551 0.014
C -1.98657 -2.85313 1.80733 -0.112 0.286 0.394 -0.195
C -1.47815 -3.73679 2.76526 -0.129 0.112 -0.059 -0.035
C -1.65858 -3.44214 4.11875 -0.016 0.233 -0.346 -0.045
C -2.28974 -2.25145 4.48766 -0.084 0.154 -0.113 -0.051
C -2.75654 -1.35237 3.51792 0.192 -0.300 -0.114 -0.058
C -2.60505 -1.65205 2.16429 -0.100 -0.266 -0.039 -0.023
H -3.02320 -5.16135 1.51764 0.153 0.014 -0.315 0.101
H -1.85763 -6.32167 0.81996 -0.245 0.181 0.036 0.114
H -3.31891 -5.85597 -0.09714 0.223 0.113 0.255 0.115
H -0.28753 -2.86270 -2.43038 -0.467 -0.335 0.039 0.103
H -0.67801 -6.47986 -1.51636 -0.145 0.107 -0.092 0.106
H -2.19499 -6.04218 -2.34608 0.178 0.010 0.062 0.107
H -0.63811 -5.46905 -2.98004 -0.171 -0.168 0.201 0.103
H -0.97825 -4.65801 2.45118 -0.113 0.400 0.231 0.121
H -1.30026 -4.14670 4.86725 -0.082 0.247 -0.126 0.120
H -2.42531 -2.01401 5.54033 0.024 -0.087 -0.199 0.116
H -3.25619 -0.42343 3.79853 0.179 -0.324 0.036 0.119
H -2.96052 -0.98573 1.37209 0.034 -0.262 0.448 0.128
```
Forces are in eV/Å.

Calculated values
HOMO-LUMO gap	5.621	eV
total charge	+2
multiplicity	1
HOMO level	-13.339	eV
total energy	-45271.58057	eV
maximum force	0.050	Eh/bohr
energy relative to the best compared isomer or geometry (same formula, charge and spin)	0.0	kcal/mol


[2]
Density functional theory data (ωB97M-V/def2-TZVPD) for a molecular structure, C25H31HgN7S3.

XYZ file:
```
67
Properties=species:S:1:pos:R:3:forces:R:3:lowdin_charge:R:1
Hg 0.25852 -0.60026 -0.02614 -0.055 -0.114 0.023 0.885
C 2.60865 -0.51047 2.85394 0.015 0.005 0.007 -0.137
N 1.17335 -0.64710 2.75804 0.030 0.087 0.001 -0.096
C 0.55458 -1.60732 3.63916 -0.026 -0.032 -0.006 -0.136
C -0.67420 -2.18018 2.99736 -0.054 -0.008 0.036 -0.308
N -1.00579 -2.03096 1.74731 0.032 -0.024 -0.070 0.086
C -2.17853 -2.75830 1.57355 0.023 0.041 0.023 -0.232
C -2.95085 -2.94944 0.43125 -0.014 0.018 -0.020 -0.022
C -4.08097 -3.73296 0.55130 -0.001 -0.002 0.023 -0.080
C -4.43893 -4.31655 1.77717 0.001 0.005 -0.009 -0.081
C -3.67906 -4.13687 2.91685 -0.005 0.007 0.001 -0.013
C -2.54350 -3.34638 2.78610 0.009 -0.040 0.012 -0.185
N -1.55706 -2.95753 3.68178 -0.079 -0.007 -0.017 0.168
C 3.13012 0.18664 1.63403 -0.053 0.055 0.040 -0.311
N 2.57016 0.14229 0.45754 0.058 0.046 -0.072 0.063
C 3.35615 0.93300 -0.37372 0.009 -0.009 0.007 -0.229
C 3.20008 1.24963 -1.71998 -0.004 0.007 0.007 -0.026
C 4.14534 2.07575 -2.29163 -0.008 0.000 0.013 -0.080
C 5.22317 2.58213 -1.54654 -0.017 -0.012 -0.011 -0.077
C 5.38634 2.27993 -0.20917 -0.009 0.004 -0.001 -0.012
C 4.42797 1.44731 0.35780 -0.018 0.001 0.013 -0.182
N 4.24779 0.95855 1.64417 0.071 -0.027 -0.037 0.172
H 3.04308 -1.51263 2.89516 0.029 -0.007 0.012 0.133
H 2.95363 0.02621 3.74763 0.029 0.006 0.033 0.128
H 0.70477 0.25102 2.79418 0.003 0.003 -0.019 0.085
H 0.29300 -1.19841 4.62337 0.004 -0.023 0.035 0.132
H 1.25645 -2.42625 3.81701 0.018 -0.004 0.003 0.132
H -2.66007 -2.50120 -0.51092 -0.008 -0.020 0.012 0.092
H -4.70618 -3.90654 -0.31401 -0.002 -0.005 -0.003 0.104
H -5.33184 -4.92443 1.83019 -0.003 -0.001 -0.005 0.106
H -3.96003 -4.59046 3.85778 0.004 -0.005 0.002 0.113
H -1.50896 -3.19227 4.65831 0.007 0.003 -0.010 0.167
H 2.35772 0.86425 -2.27991 0.006 -0.003 -0.017 0.100
H 4.05610 2.34627 -3.33511 0.013 0.004 -0.002 0.106
H 5.94195 3.22754 -2.03270 0.000 0.000 -0.004 0.107
H 6.21582 2.67577 0.36112 0.001 -0.003 0.004 0.113
H 4.84979 1.11495 2.43428 -0.022 0.009 0.010 0.167
C -0.63899 4.65846 -0.40325 0.055 -0.039 -0.025 -0.525
C -0.47753 3.95949 0.93956 -0.051 -0.054 -0.020 -0.533
S -0.71140 2.16237 0.95021 0.005 0.131 -0.017 0.739
C -2.38378 1.92923 0.30121 0.061 -0.046 -0.006 -0.529
C -2.62373 1.96466 -1.21937 0.004 -0.101 -0.049 -0.500
S -1.37849 1.12317 -2.24394 0.039 0.073 0.059 0.755
C -0.96053 2.34912 -3.52103 -0.064 -0.071 0.019 -0.526
C -0.71285 3.78853 -3.08141 0.052 -0.007 0.041 -0.533
S 0.45233 4.00748 -1.70664 -0.027 -0.012 -0.003 0.863
H -0.42293 5.71910 -0.27189 -0.015 0.006 0.033 0.077
H -1.66890 4.58160 -0.74399 -0.019 0.025 -0.001 0.058
H -1.15652 4.40862 1.66704 0.011 0.037 -0.005 0.080
H 0.53828 4.09036 1.31657 0.003 0.003 0.012 0.071
H -3.03948 2.66051 0.77808 -0.048 -0.030 -0.012 0.086
H -2.67312 0.94982 0.68629 0.016 -0.006 -0.003 0.057
H -2.70349 2.98463 -1.58120 0.026 0.039 0.005 0.050
H -3.58571 1.48861 -1.41098 -0.030 0.053 0.029 0.076
H -1.73266 2.33983 -4.29219 0.018 0.038 -0.017 0.078
H -0.05306 1.93625 -3.96485 -0.004 -0.003 -0.010 0.068
H -1.64297 4.28987 -2.81921 -0.007 0.008 -0.019 0.065
H -0.31232 4.32708 -3.94095 -0.015 0.005 -0.010 0.075
N -0.73999 -2.45259 -2.78288 -0.078 0.081 -0.039 -0.027
C -0.84137 -3.60956 -3.46514 0.005 -0.013 0.030 -0.092
C -0.10988 -4.54419 -2.77194 0.010 0.028 0.042 -0.060
C 0.40208 -3.84339 -1.66661 -0.033 -0.059 -0.020 -0.158
N 0.01371 -2.57789 -1.68291 0.083 -0.073 -0.022 -0.078
H -1.15937 -1.55880 -2.99362 0.013 0.008 0.017 0.088
H -1.41520 -3.68216 -4.37287 -0.002 0.016 -0.009 0.119
H 0.03392 -5.57951 -3.02347 -0.001 -0.003 -0.007 0.098
H 1.02538 -4.20541 -0.86517 0.006 0.012 -0.005 0.106
```
Forces are in eV/Å.

Calculated values
HOMO-LUMO gap (alpha / beta)	6.999 / 7.933	eV
total charge	+1
multiplicity	2
HOMO level (alpha / beta)	-8.781 / -10.694	eV
total energy	-73534.68132	eV
maximum force	0.003	Eh/bohr
energy relative to the best compared isomer or geometry (same formula, charge and spin)	7.6	kcal/mol